# 1
DFT (ωB97M-V/def2-TZVPD) results for a single C3H7NO2S molecule.

LUMO energy   0.667 eV
Maximum force   0.0245 Eh/bohr
Energy relative to the best compared isomer or geometry (same formula, charge and spin)   9.3 kJ/mol
Kohn-Sham gap   0.360 hartree

```
14
Properties=species:S:1:pos:R:3:lowdin_charge:R:1
O 0.3100 -0.9730 1.8626 0.0945
C -0.3873 0.0013 1.7375 -0.6043
O -1.0846 0.5776 2.7633 0.0941
N -0.5935 0.7118 0.5906 0.0590
C -0.4125 0.1599 -0.7355 -0.2507
C 1.0614 -0.1694 -1.0373 -0.5273
S 1.1916 -1.4861 -2.3141 0.6878
H -0.7712 0.1119 3.5521 0.1207
H -1.0717 1.5840 0.7386 0.1406
H -0.7189 0.9052 -1.4631 0.1163
H -1.0401 -0.7263 -0.8535 0.1092
H 1.5575 -0.5567 -0.1589 0.0556
H 1.5270 0.6941 -1.4755 0.0562
H 0.4322 -0.8343 -3.2068 -0.1516
```

=====

# 2
DFT (ωB97M-V/def2-TZVPD) results for C31H53BrMgNP3 as an isolated structure.

LUMO energy (alpha / beta)   -9.379 / -7.583 eV
Maximum force   0.0588 Eh/bohr
Charge   +2
Energy relative to the best compared isomer or geometry (same formula, charge and spin)   0.0 kJ/mol
Kohn-Sham gap (alpha / beta)   0.137 / 0.203 hartree

```
90
Properties=species:S:1:pos:R:3:lowdin_charge:R:1
C -5.4050 3.8896 -6.6973 -0.0055
C -4.3905 4.5816 -6.0098 -0.2263
C -4.2162 5.9470 -6.2874 -0.0143
C -5.0247 6.5500 -7.2540 -0.1193
N -5.9678 5.8670 -7.9057 0.0668
C -6.1663 4.5768 -7.6474 -0.1186
C -3.5561 3.9119 -5.0511 0.0868
C -2.8212 3.3581 -4.2539 0.0332
C -2.0347 2.6136 -3.3725 -0.2227
C -2.6696 1.8393 -2.3932 0.0206
C -1.8927 1.0024 -1.5728 -0.1270
C -0.5372 1.0203 -1.8131 -0.2261
C 0.1241 1.7761 -2.7581 -0.1407
C -0.6431 2.6370 -3.5345 0.0010
Mg 0.5197 1.0006 0.0028 0.3880
P -1.0157 1.3716 2.0081 0.9185
H -3.4668 6.5427 -5.7665 0.1143
H -5.6079 2.8435 -6.5075 0.1138
H -4.9057 7.6093 -7.5037 0.1166
H -6.9529 4.0667 -8.2073 0.1169
H -0.1911 3.2766 -4.2902 0.1365
H -3.7597 1.8531 -2.2859 0.1419
H 1.1985 1.7274 -2.9294 0.0621
H -2.3809 0.3853 -0.8112 0.0835
C -0.0504 1.1247 3.5551 -0.3954
C -0.1303 2.1880 4.6529 -0.1306
H 1.0011 1.0022 3.2457 0.0690
H -0.3585 0.1519 3.9726 0.0942
H 0.4541 1.8499 5.5197 0.0922
H 0.3017 3.1476 4.3387 0.0607
H -1.1542 2.3584 5.0076 0.0684
C -1.1639 3.1948 1.7552 -0.4046
C -2.5543 3.7650 1.5304 -0.1198
H -0.5479 3.4269 0.8682 0.0304
H -0.6747 3.6937 2.6000 0.0709
H -2.4655 4.8271 1.2812 0.0876
H -3.0691 3.2799 0.6941 0.0711
H -3.1842 3.7016 2.4225 0.0761
C -2.7145 0.8062 2.4344 -0.3768
C -3.2334 1.1361 3.8313 -0.1231
H -2.7223 -0.2840 2.2775 0.0673
H -3.3919 1.2268 1.6785 0.0768
H -4.2639 0.7755 3.9308 0.0933
H -2.6510 0.6435 4.6164 0.0765
H -3.2640 2.2116 4.0417 0.0690
Br 2.4584 -0.0145 -1.2648 0.3516
P 3.1511 4.4833 -0.4397 1.2266
C 1.9977 4.4304 0.9884 -0.3952
C 2.5730 5.2374 2.1473 -0.1322
H 1.8280 3.3896 1.2905 0.0660
H 1.0457 4.8617 0.6500 0.0769
H 1.7822 5.5072 2.8566 0.0833
H 3.3268 4.6642 2.6998 0.0887
H 3.0430 6.1632 1.7908 0.0782
C 3.7312 2.7603 -0.5437 -0.4833
C 5.1527 2.6371 -1.0709 -0.1318
H 3.0371 2.2800 -1.2446 -0.0506
H 3.6214 2.2819 0.4371 0.0789
H 5.5007 1.6042 -0.9706 0.0851
H 5.2022 2.8996 -2.1342 0.0891
H 5.8350 3.2898 -0.5167 0.0811
C 1.9712 4.6771 -1.8653 -0.3658
C 2.0014 6.1222 -2.3880 -0.1350
H 0.9610 4.4092 -1.5245 0.0780
H 2.2587 3.9667 -2.6583 0.0896
H 1.5291 6.1753 -3.3786 0.0866
H 1.4506 6.7981 -1.7211 0.0831
H 3.0352 6.4874 -2.4794 0.0783
C -1.8023 -3.3299 1.6672 -0.1459
C -0.6762 -3.3924 0.6389 -0.4202
P -0.6393 -1.9867 -0.5499 0.9577
C 0.5738 -2.6362 -1.8162 -0.4481
C 0.7460 -4.1198 -2.1167 -0.1303
C -2.2304 -2.2794 -1.4566 -0.4152
C -2.6450 -3.7120 -1.7811 -0.1229
H -1.7723 -2.3990 2.2469 0.0451
H -1.6896 -4.1620 2.3716 0.0848
H -2.7952 -3.4152 1.2106 0.0691
H 0.2968 -3.3485 1.1502 0.0879
H -0.7057 -4.3383 0.0811 0.0686
H 0.3461 -2.0707 -2.7301 0.0781
H 1.5367 -2.2356 -1.4496 -0.0543
H -0.0471 -4.4991 -2.7689 0.0607
H 1.6929 -4.2553 -2.6556 0.0842
H 0.7977 -4.7394 -1.2174 0.0669
H -3.0071 -1.7998 -0.8406 0.0654
H -2.1530 -1.6911 -2.3836 0.0757
H -2.7006 -4.3519 -0.8951 0.0678
H -3.6474 -3.6947 -2.2246 0.0854
H -1.9836 -4.1842 -2.5095 0.0591
```

=====

# 3
DFT (ωB97M-V/def2-TZVPD) results for C18H18CrN3O3S6 as an isolated structure.

Multiplicity   4
LUMO energy (alpha / beta)   -2.334 / -2.542 eV
Maximum force   0.0714 Eh/bohr
Kohn-Sham gap (alpha / beta)   0.156 / 0.148 hartree

```
49
Properties=species:S:1:pos:R:3:lowdin_charge:R:1
Cr -0.1469 0.1899 -0.0997 -0.1825
S -0.0274 2.3908 -0.9778 0.0566
S 0.2029 3.6402 0.5803 -0.0786
S 1.4365 2.6227 1.9000 -0.0548
S 0.6448 0.7745 1.9597 0.0202
S -2.3877 0.3422 0.2830 0.8215
C -2.9382 -1.2225 0.6652 -0.5562
N -4.2497 -1.4434 0.9615 -0.0901
C -4.6116 -2.7666 1.4167 -0.1074
C -3.9273 -3.7959 0.5300 -0.0954
N -2.5031 -3.5766 0.5630 -0.0897
C -1.6581 -4.7435 0.4293 -0.1212
C -1.7608 -5.5959 1.6659 -0.2194
C -1.2307 -5.1374 2.8663 -0.0260
C -1.3643 -5.8944 4.0165 -0.0671
C -2.0351 -7.1063 3.9812 -0.0804
C -2.5852 -7.5563 2.7935 -0.0758
C -2.4519 -6.7994 1.6410 -0.0542
C -2.0348 -2.3151 0.6151 -0.5640
S -0.3517 -2.0467 0.6766 0.8355
C -5.1242 -0.3520 1.3507 -0.1251
C -5.0300 -0.0934 2.8369 -0.2087
C -5.8734 -0.7504 3.7256 -0.0569
C -5.7414 -0.5644 5.0910 -0.0797
C -4.7644 0.2826 5.5858 -0.0791
C -3.9186 0.9398 4.7078 -0.0591
C -4.0500 0.7529 3.3428 -0.0309
H -5.6960 -2.8762 1.3471 0.1371
H -4.3106 -2.9212 2.4635 0.1484
H -4.2983 -3.7161 -0.4989 0.1482
H -4.1279 -4.8043 0.8959 0.1297
H -0.6300 -4.4095 0.2853 0.0814
H -1.9746 -5.3040 -0.4569 0.1423
H -0.7085 -4.1919 2.8949 0.1060
H -0.9475 -5.5330 4.9448 0.1084
H -2.1361 -7.6944 4.8811 0.1051
H -3.1257 -8.4915 2.7617 0.1058
H -2.8756 -7.1520 0.7103 0.1133
H -6.1457 -0.6237 1.0709 0.1348
H -4.8222 0.5315 0.7876 0.0917
H -6.6559 -1.3956 3.3510 0.1088
H -6.4044 -1.0825 5.7684 0.1039
H -4.6735 0.4444 6.6505 0.1054
H -3.1542 1.6027 5.0853 0.1121
H -3.3978 1.2832 2.6657 0.0864
O -0.0503 -0.5957 -1.9626 -0.1381
N 1.1945 -0.7262 -1.8953 -0.5759
O 1.8335 -1.2694 -2.7444 0.1307
O 1.6927 -0.2516 -0.8566 -0.1170
```

=====

# 4
DFT (ωB97M-V/def2-TZVPD) results for a single C4H6S molecule.

LUMO energy   1.021 eV
Maximum force   0.0831 Eh/bohr
Energy relative to the best compared isomer or geometry (same formula, charge and spin)   166.5 kJ/mol
Kohn-Sham gap   0.363 hartree

```
11
Properties=species:S:1:pos:R:3:lowdin_charge:R:1
C 1.2334 0.6586 -1.0425 -0.0991
C 1.0773 0.3675 0.2285 -0.1608
C -0.5134 0.1583 0.6710 -0.5163
C -1.2711 -1.1058 0.4052 -0.4680
S -1.6773 0.2085 -0.7809 0.7857
H 2.2611 1.0969 -1.4842 0.1007
H 0.3669 0.8355 -1.7547 0.0108
H 1.8053 0.3770 1.0402 0.0862
H -0.7378 0.8481 1.5056 0.0972
H -0.5992 -1.9916 0.0526 0.1132
H -1.9450 -1.4529 1.1592 0.0505
```

=====

# 5
DFT (ωB97M-V/def2-TZVPD) results for C25H45IrNP2S as an isolated structure.

Multiplicity   6
LUMO energy (alpha / beta)   -4.598 / -9.910 eV
Maximum force   0.0690 Eh/bohr
Charge   +2
Energy relative to the best compared isomer or geometry (same formula, charge and spin)   0.0 kJ/mol
Kohn-Sham gap (alpha / beta)   0.323 / 0.157 hartree

```
75
Properties=species:S:1:pos:R:3:lowdin_charge:R:1
Ir -0.1761 0.6567 0.4282 0.9101
C -1.0962 -1.6693 1.3543 -0.2223
C 0.1404 -2.3220 1.1482 -0.1299
C 0.6233 -0.2873 2.1704 -0.3811
C -0.8640 -0.4395 2.0816 -0.3936
C 1.1835 -1.5169 1.6478 -0.1796
C -2.4389 -2.1881 1.0249 -0.0152
H -2.4319 -2.7016 0.0562 0.0810
H -3.1947 -1.3910 1.0088 0.0681
H -2.7705 -2.9163 1.7797 0.1247
C -1.7845 0.1342 3.1144 -0.0020
H -2.8046 -0.2196 2.9415 0.0924
H -1.7351 1.2260 3.1692 0.0469
H -1.4823 -0.2700 4.0891 0.1251
C 1.2657 0.6374 3.1469 -0.0182
H 1.4700 0.1090 4.0827 0.1197
H 0.6290 1.4965 3.3758 0.0629
H 2.2211 0.9995 2.7569 0.0821
C 2.5931 -1.9299 1.7854 -0.0021
H 2.7481 -2.6019 2.6416 0.1251
H 3.2522 -1.0744 1.9466 0.0748
H 2.9361 -2.4728 0.8969 0.0871
C 0.2797 -3.6418 0.4918 0.0353
H 0.0311 -4.4542 1.1852 0.1316
H 1.3003 -3.8115 0.1351 0.0684
H -0.3967 -3.7452 -0.3661 0.0796
C 0.1875 -1.3848 -3.3625 -0.1200
C -0.3306 -2.4572 -2.7432 -0.1301
C -0.0438 -3.8652 -3.1814 -0.1698
C 1.3746 -4.4403 -2.8778 -0.1684
C 2.3802 -3.5135 -2.2409 -0.1288
C 2.8854 -2.4524 -2.8875 -0.1123
C 2.5061 -2.1228 -4.3145 -0.1737
C 1.1066 -1.5134 -4.5574 -0.1766
H -0.2096 -3.9671 -4.2697 0.1226
H 1.7793 -4.8194 -3.8352 0.1217
H -0.7778 -4.5297 -2.6924 0.1102
H 0.6155 -2.1178 -5.3442 0.1233
H -0.0784 -0.3573 -3.0826 0.0646
H -1.0624 -2.3601 -1.9358 0.0676
H 1.2472 -0.5037 -4.9815 0.1066
H 3.2619 -1.4144 -4.6979 0.1132
H 3.7127 -1.8672 -2.4766 0.0951
H 2.5892 -3.0330 -4.9369 0.1208
H 1.2557 -5.3208 -2.2211 0.1122
H 2.8049 -3.8583 -1.2957 0.0907
P -2.1804 0.8867 -0.9062 0.6935
C -3.4807 1.4568 0.2921 -0.2408
H -4.3338 1.8963 -0.2426 0.0710
H -3.0750 2.2137 0.9784 0.0086
H -3.8444 0.6111 0.8881 0.0383
C -2.0308 2.2588 -2.1339 -0.2560
H -3.0193 2.6334 -2.4345 0.0756
H -1.5101 1.8936 -3.0280 0.0476
H -1.4652 3.1090 -1.7348 -0.0007
C -3.1009 -0.3607 -1.9094 -0.2214
H -2.5166 -0.6297 -2.7987 0.0393
H -4.0789 0.0288 -2.2366 0.0773
H -3.2766 -1.2745 -1.3311 0.0274
P 1.8414 1.4311 -0.5751 0.7046
C 3.4014 0.5110 -0.2687 -0.2334
H 4.1885 0.8969 -0.9349 0.0773
H 3.2566 -0.5568 -0.4761 0.0264
H 3.7284 0.6500 0.7691 0.0488
C 1.9708 1.6905 -2.3876 -0.2220
H 2.3464 0.7737 -2.8656 0.0462
H 2.6836 2.5046 -2.5936 0.0755
H 0.9976 1.9554 -2.8175 0.0338
C 2.3434 3.0986 0.0862 -0.2841
H 3.3662 3.3162 -0.2492 0.0678
H 2.3310 3.0884 1.1832 0.0442
H 1.6789 3.8959 -0.2733 0.0283
S -0.6363 2.9847 0.6494 0.7081
C -0.8819 3.2549 2.2856 -0.6860
N -1.0685 3.5399 3.4164 0.1645
```